C6H12N | ωB97M-V/def2-TZVPD

```
19
Properties=species:S:1:pos:R:3:forces:R:3:nbo_charge:R:1
C -0.056 1.813 -0.032 0.888 1.869 -2.723 -0.360
C 0.774 0.551 -0.151 -3.556 1.778 1.624 0.540
C -0.575 -0.074 0.127 -0.604 -1.723 -1.270 -0.008
C 2.201 0.296 -0.103 -1.205 -1.818 1.366 -0.743
C -0.720 -1.011 1.272 0.827 0.054 3.756 -0.616
C -1.039 -0.743 -1.186 1.525 -2.124 -0.050 -0.581
N -1.323 1.177 0.246 2.919 0.060 1.202 -0.578
H 0.287 2.376 0.800 0.807 0.341 1.548 0.310
H 0.105 2.667 -0.795 -0.594 -1.406 0.475 0.294
H 2.650 1.235 -0.020 1.374 1.254 -0.478 0.261
H 2.471 -0.354 -0.938 0.351 0.196 -0.145 0.311
H 2.459 -0.292 0.841 -0.478 0.441 -1.061 0.303
H -0.204 -1.954 1.180 -0.320 -0.593 -0.926 0.240
H -1.824 -1.146 1.539 1.742 0.186 -0.225 0.269
H -0.054 -0.669 2.214 -2.111 0.017 -1.716 0.231
H -0.717 -1.812 -1.110 -0.263 0.803 -0.339 0.240
H -0.628 -0.351 -2.099 0.238 0.443 -0.318 0.234
H -2.092 -0.723 -1.267 -1.176 0.087 0.170 0.242
H -2.170 1.336 -0.243 -0.364 0.134 -0.891 0.410
```
Positions in Å, forces in eV/Å.

Results
Net charge = +1
M = 98.2 g mol⁻¹
HOMO-LUMO gap = 0.2903 Eh
Highest occupied orbital energy = -14.033 eV
Relative energy (zero: lowest compared OMol25 entry of this formula, charge and spin) = 88.66 kcal/mol
Multiplicity = 1